Density functional theory data (ωB97M-V with the def2-TZVPD basis set) for C54H114N6O6 as an isolated structure at a distorted geometry.

Calculated values
Orbital gap, eV: 7.877
Energy above the lowest of the compared OMol25 structures with the same formula, charge and spin, eV: 27.606
Total charge: 0
HOMO level, eV: -7.43
LUMO energy, Ha: 0.01628

Each line ends with the Löwdin charge.
CARTESIAN COORDINATES (ANGSTROEM)
C (1.04, -0.93, -1.59)  -0.013
C (0.81, -0.55, -0.15)  -0.395
C (2.35, -0.35, 0.42)  -0.067
C (2.54, 0.14, 1.89)  -0.173
C (1.72, 1.48, 1.95)  -0.067
C (0.22, 1.46, 1.40)  -0.386
N (0.22, 0.73, 0.13)  -0.037
O (-0.96, 0.82, -0.68)  -0.022
C (-0.77, 1.00, 2.41)  -0.074
C (0.01, 2.91, 0.98)  -0.128
C (0.15, -1.70, 0.52)  -0.102
H (1.26, 0.00, -2.12)  0.069
H (0.13, -1.31, -2.05)  0.069
H (1.88, -1.61, -1.70)  0.108
H (2.84, -1.32, 0.36)  -0.005
H (2.89, 0.32, -0.25)  0.133
H (3.58, 0.32, 2.19)  0.105
H (2.08, -0.67, 2.46)  0.073
H (2.38, 2.27, 1.60)  0.031
H (1.66, 1.52, 3.04)  0.122
H (-1.80, 0.93, 2.06)  0.050
H (-0.72, -0.06, 2.66)  0.069
H (-0.75, 1.64, 3.29)  0.083
H (0.03, 3.59, 1.83)  0.055
H (0.60, 3.14, 0.09)  0.094
H (-1.04, 3.10, 0.75)  0.127
H (0.21, -1.71, 1.61)  0.116
H (0.47, -2.67, 0.13)  0.038
H (-0.89, -1.81, 0.19)  0.016
H (-1.47, 0.03, -0.49)  0.069
C (-1.34, 4.63, -4.41)  -0.057
C (-0.62, 3.25, -4.68)  -0.417
C (-0.31, 2.62, -3.22)  -0.094
C (-0.16, 1.09, -3.18)  -0.222
C (-1.37, 0.47, -3.87)  -0.137
C (-1.51, 0.93, -5.33)  -0.443
N (-1.72, 2.46, -5.34)  -0.092
O (-1.82, 2.99, -6.65)  -0.027
C (-0.45, 0.32, -6.20)  -0.047
C (-2.88, 0.29, -5.90)  -0.038
C (0.78, 3.58, -5.36)  -0.019
H (-2.39, 4.66, -4.10)  0.076
H (-1.33, 5.16, -5.36)  0.068
H (-0.80, 5.14, -3.61)  0.072
H (0.56, 3.07, -2.73)  0.103
H (-1.14, 2.92, -2.58)  0.109
H (-0.16, 0.65, -2.18)  0.027
H (0.78, 0.70, -3.57)  0.108
H (-2.21, 0.70, -3.22)  0.121
H (-1.32, -0.62, -3.93)  0.109
H (-0.85, 0.01, -7.17)  0.079
H (0.43, 0.92, -6.44)  0.068
H (-0.06, -0.62, -5.82)  0.088
H (-3.69, 0.69, -5.30)  0.068
H (-3.18, 0.59, -6.90)  0.068
H (-2.86, -0.80, -5.83)  0.077
H (0.89, 4.27, -6.20)  0.071
H (1.18, 2.63, -5.72)  0.057
H (1.27, 4.13, -4.55)  0.070
H (-2.68, 3.40, -6.59)  0.101
C (-2.96, -7.51, -2.63)  -0.061
C (-3.40, -6.14, -2.08)  -0.478
C (-3.64, -6.51, -0.62)  -0.147
C (-3.70, -5.32, 0.37)  -0.171
C (-2.55, -4.37, 0.24)  -0.121
C (-2.37, -3.85, -1.25)  -0.410
N (-2.35, -5.08, -2.15)  -0.104
O (-2.17, -4.72, -3.44)  -0.009
C (-3.35, -2.71, -1.54)  -0.053
C (-1.08, -3.11, -1.31)  -0.069
C (-4.76, -5.73, -2.79)  -0.014
H (-1.92, -7.78, -2.47)  0.085
H (-2.93, -7.36, -3.71)  0.074
H (-3.63, -8.36, -2.47)  0.090
H (-4.51, -7.16, -0.54)  0.124
H (-2.74, -7.07, -0.36)  0.115
H (-3.73, -5.70, 1.39)  0.115
H (-4.59, -4.75, 0.12)  0.100
H (-1.61, -4.77, 0.63)  0.122
H (-2.71, -3.52, 0.90)  0.068
H (-3.21, -1.63, -1.47)  0.054
H (-3.51, -2.80, -2.62)  0.097
H (-4.30, -3.02, -1.12)  0.073
H (-0.95, -2.59, -2.26)  0.092
H (-0.98, -2.51, -0.42)  -0.014
H (-0.30, -3.87, -1.20)  0.117
H (-4.68, -5.14, -3.71)  0.078
H (-5.45, -5.31, -2.06)  0.068
H (-5.35, -6.61, -3.02)  0.073
H (-1.27, -5.04, -3.55)  0.118
C (1.03, 4.64, 1.15)  -0.125
C (2.52, 5.07, 1.01)  -0.412
C (2.64, 5.82, -0.36)  -0.102
C (3.91, 6.66, -0.38)  -0.228
C (3.93, 7.64, 0.66)  -0.163
C (3.93, 7.03, 2.11)  -0.443
N (2.80, 6.05, 2.10)  -0.115
O (2.62, 5.48, 3.37)  -0.011
C (5.29, 6.50, 2.61)  -0.031
C (3.55, 8.16, 3.15)  -0.050
C (3.39, 3.82, 1.12)  -0.029
H (0.33, 5.46, 1.30)  0.127
H (0.82, 4.17, 2.11)  0.069
H (0.73, 4.04, 0.29)  0.024
H (2.74, 5.06, -1.13)  0.113
H (1.72, 6.36, -0.57)  0.122
H (3.89, 7.24, -1.30)  0.120
H (4.81, 6.05, -0.30)  0.122
H (3.00, 8.21, 0.54)  0.129
H (4.89, 8.15, 0.58)  0.122
H (5.64, 6.63, 3.63)  0.081
H (5.33, 5.42, 2.45)  0.065
H (6.06, 6.91, 1.96)  0.077
H (3.62, 7.79, 4.17)  0.065
H (4.30, 8.95, 3.25)  0.076
H (2.59, 8.67, 3.07)  0.076
H (4.45, 4.04, 1.01)  0.081
H (3.23, 3.23, 0.21)  0.097
H (3.22, 3.24, 2.03)  0.073
H (1.69, 5.65, 3.53)  0.099
C (1.72, -4.81, 1.63)  -0.038
C (2.86, -3.81, 1.51)  -0.403
C (2.72, -2.80, 2.63)  -0.122
C (3.89, -1.82, 2.83)  -0.170
C (5.22, -2.63, 2.81)  -0.128
C (5.45, -3.75, 1.84)  -0.490
N (4.20, -4.47, 1.66)  -0.125
O (4.22, -5.63, 0.85)  -0.018
C (5.94, -3.25, 0.43)  -0.009
C (6.47, -4.81, 2.49)  -0.008
C (2.60, -3.09, 0.07)  -0.019
H (0.82, -4.21, 1.71)  0.074
H (1.76, -5.37, 2.57)  0.088
H (1.58, -5.58, 0.88)  0.090
H (1.88, -2.17, 2.34)  0.073
H (2.62, -3.27, 3.60)  0.136
H (3.74, -1.24, 3.73)  0.126
H (4.01, -1.02, 2.10)  0.057
H (5.45, -2.92, 3.84)  0.111
H (6.05, -1.94, 2.67)  0.116
H (5.24, -2.58, -0.07)  0.068
H (6.80, -2.59, 0.47)  0.075
H (6.13, -4.17, -0.13)  0.080
H (6.03, -5.22, 3.40)  0.081
H (6.63, -5.58, 1.74)  0.066
H (7.42, -4.29, 2.63)  0.078
H (3.03, -3.67, -0.75)  0.105
H (3.06, -2.10, 0.01)  0.003
H (1.54, -2.87, -0.03)  0.007
H (3.97, -6.24, 1.55)  0.100
C (-2.43, -1.26, 1.74)  -0.034
C (-3.83, -0.62, 1.46)  -0.376
C (-4.82, -1.50, 2.31)  -0.160
C (-4.84, -1.28, 3.78)  -0.176
C (-5.10, 0.33, 3.96)  -0.104
C (-4.21, 1.30, 3.15)  -0.453
N (-4.02, 0.81, 1.81)  -0.141
O (-3.53, 1.77, 0.93)  -0.005
C (-5.07, 2.58, 3.04)  -0.029
C (-2.81, 1.48, 3.88)  -0.046
C (-4.29, -0.80, 0.00)  -0.041
H (-2.41, -2.33, 1.56)  0.061
H (-1.98, -1.09, 2.72)  0.083
H (-1.62, -1.04, 1.05)  0.023
H (-5.85, -1.26, 2.08)  0.123
H (-4.61, -2.57, 2.32)  0.117
H (-3.89, -1.39, 4.30)  0.099
H (-5.68, -1.82, 4.23)  0.113
H (-4.98, 0.46, 5.04)  0.115
H (-6.12, 0.27, 3.59)  0.103
H (-6.12, 2.36, 2.82)  0.078
H (-5.18, 3.05, 4.02)  0.082
H (-4.72, 3.33, 2.33)  0.077
H (-2.30, 0.60, 4.28)  0.089
H (-2.08, 2.10, 3.35)  0.042
H (-2.87, 2.15, 4.74)  0.084
H (-5.29, -0.44, -0.25)  0.112
H (-4.35, -1.88, -0.14)  0.037
H (-3.51, -0.36, -0.63)  0.066
H (-4.24, 1.93, 0.31)  0.109



Density functional theory data (ωB97M-V with the def2-TZVPD basis set) for a 3-piece molecular cluster, C4H13NO overall at a distorted geometry.

Calculated values
Orbital gap, eV: 7.296
Energy above the lowest of the compared OMol25 structures with the same formula, charge and spin, eV: 6.661
Total charge: 0
HOMO level, eV: -9.13
LUMO energy, Ha: -0.06732

Each line ends with the Löwdin charge.
CARTESIAN COORDINATES (ANGSTROEM)
C (0.61, 1.48, -1.74)  -0.159
C (0.71, 0.01, -1.54)  -0.300
N (0.24, -0.64, -0.20)  0.001
C (1.10, -0.31, 0.87)  -0.451
C (0.41, -0.72, 2.13)  -0.136
H (1.34, 1.69, -2.59)  0.093
H (0.91, 2.13, -0.86)  0.078
H (-0.38, 1.81, -2.12)  0.077
H (0.14, -0.57, -2.35)  0.124
H (1.75, -0.33, -1.71)  0.104
H (-0.81, 1.04, 0.30)  0.280
H (2.12, -0.79, 0.88)  0.137
H (1.19, 0.80, 0.89)  0.088
H (-0.29, 0.16, 2.40)  0.081
H (-0.24, -1.60, 1.71)  0.110
H (0.97, -1.00, 3.06)  0.079
H (-3.06, 0.60, 0.39)  0.005
H (-1.48, -0.22, 0.12)  0.030
O (-2.60, -0.25, 0.37)  -0.242



Density functional theory data (ωB97M-V with the def2-TZVPD basis set) for an isolated ion of composition C34H27F4Si and charge +1 at a distorted geometry.

Calculated values
Orbital gap, eV: 6.298
Energy above the lowest of the compared OMol25 structures with the same formula, charge and spin, eV: 0.000
Total charge: +1
HOMO level, eV: -11.98
LUMO energy, Ha: -0.20887

Each line ends with the Löwdin charge.
CARTESIAN COORDINATES (ANGSTROEM)
C (5.95, -1.00, 0.86)  -0.063
C (5.29, -2.16, 0.43)  -0.059
C (3.90, -2.22, 0.45)  -0.072
C (3.15, -1.12, 0.88)  -0.284
Si (1.30, -1.17, 0.96)  0.716
C (0.75, -2.89, 0.50)  -0.257
C (0.19, -3.74, 1.46)  -0.066
C (-0.18, -5.05, 1.13)  -0.059
C (-0.01, -5.51, -0.18)  -0.063
C (0.51, -4.66, -1.16)  -0.069
C (0.89, -3.35, -0.82)  -0.113
C (0.87, -0.94, 2.76)  -0.271
C (1.81, -1.34, 3.72)  -0.079
C (1.49, -1.32, 5.09)  -0.058
C (0.22, -0.87, 5.49)  -0.063
C (-0.71, -0.44, 4.54)  -0.068
C (-0.38, -0.47, 3.17)  -0.093
C (0.41, 0.05, -0.16)  -0.131
C (1.25, 0.97, -0.91)  0.053
C (1.62, 0.79, -2.31)  -0.106
C (3.81, 0.05, 1.30)  -0.109
C (5.21, 0.10, 1.30)  -0.067
H (7.04, -0.95, 0.83)  0.112
H (5.87, -3.03, 0.09)  0.112
H (3.39, -3.13, 0.13)  0.100
H (0.05, -3.39, 2.49)  0.105
H (-0.60, -5.70, 1.89)  0.112
H (-0.31, -6.53, -0.45)  0.112
H (0.64, -5.00, -2.19)  0.110
H (1.30, -2.69, -1.59)  0.099
H (2.80, -1.68, 3.42)  0.109
H (2.22, -1.65, 5.82)  0.112
H (-0.03, -0.85, 6.55)  0.111
H (-1.69, -0.09, 4.85)  0.109
H (-1.11, -0.13, 2.43)  0.097
H (-0.18, -0.61, -0.82)  0.124
H (-0.22, 0.61, 0.54)  0.113
H (1.62, 1.85, -0.39)  0.143
H (2.71, 0.95, -2.43)  0.169
H (1.40, -0.25, -2.58)  0.126
H (3.23, 0.91, 1.63)  0.108
H (5.71, 1.01, 1.64)  0.111
F (2.41, 6.37, -4.00)  0.060
C (1.65, 5.46, -3.29)  -0.207
C (0.74, 5.95, -2.37)  0.086
C (-0.02, 5.00, -1.70)  -0.220
F (-0.87, 5.42, -0.70)  0.056
C (0.08, 3.64, -1.97)  0.017
C (0.94, 3.18, -2.97)  -0.155
C (0.87, 1.68, -3.31)  -0.187
C (1.15, 1.23, -4.76)  -0.146
C (0.55, 0.02, -5.15)  0.026
C (0.83, -0.54, -6.39)  -0.220
F (0.31, -1.78, -6.71)  0.051
C (1.67, 0.05, -7.33)  0.085
C (2.25, 1.24, -6.93)  -0.210
F (3.13, 1.86, -7.79)  0.054
C (2.03, 1.83, -5.68)  0.048
C (1.84, 4.10, -3.54)  0.049
H (0.64, 7.01, -2.16)  0.141
H (-0.52, 2.93, -1.39)  0.128
H (-0.19, 1.41, -3.16)  0.151
H (-0.13, -0.50, -4.47)  0.131
H (1.89, -0.40, -8.30)  0.144
H (2.58, 2.74, -5.44)  0.097
H (2.67, 3.77, -4.16)  0.108



Density functional theory data (ωB97M-V with the def2-TZVPD basis set) for C39H53F5N4O5PSZr as an isolated structure at a distorted geometry.

Calculated values
Orbital gap, eV: 8.653
Energy above the lowest of the compared OMol25 structures with the same formula, charge and spin, eV: 0.000
Total charge: +1
HOMO level, eV: -11.49
LUMO energy, Ha: -0.10427

Each line ends with the Löwdin charge.
CARTESIAN COORDINATES (ANGSTROEM)
Zr (-0.11, 0.12, -0.27)  1.606
N (-2.54, 0.09, -0.54)  -0.061
C (-3.13, -1.08, 0.15)  -0.126
C (-2.05, -1.76, 0.96)  -0.530
O (-2.27, -2.21, 2.07)  0.068
N (-0.84, -1.81, 0.27)  -0.115
C (0.23, -2.58, 0.95)  -0.103
C (1.45, -1.72, 1.23)  -0.569
O (2.54, -2.15, 1.46)  0.142
O (1.16, -0.38, 1.16)  -0.322
H (-2.93, 0.23, -1.46)  0.108
H (-2.74, 0.93, 0.00)  0.029
H (-3.97, -0.83, 0.78)  0.118
H (-3.46, -1.80, -0.60)  0.127
H (-0.13, -2.96, 1.91)  0.121
H (0.54, -3.43, 0.35)  0.127
C (-3.20, 3.28, 4.53)  -0.093
C (-4.27, 2.24, 4.22)  -0.224
C (-3.88, 1.30, 3.09)  -0.184
N (-2.67, 0.54, 3.41)  0.065
C (-1.45, 0.74, 2.96)  -0.697
S (-1.09, 1.83, 1.66)  0.743
N (-0.41, 0.05, 3.48)  0.131
C (-0.36, -1.10, 4.31)  -0.369
O (0.56, -1.85, 4.17)  0.162
C (-1.42, -1.27, 5.34)  -0.185
C (-1.75, -0.22, 6.20)  -0.046
C (-2.72, -0.42, 7.18)  -0.061
C (-3.35, -1.65, 7.28)  -0.058
C (-3.02, -2.69, 6.42)  -0.047
C (-2.04, -2.51, 5.46)  -0.004
H (-3.55, 3.98, 5.28)  0.079
H (-2.93, 3.85, 3.63)  0.074
H (-2.28, 2.82, 4.91)  0.061
H (-5.20, 2.73, 3.92)  0.116
H (-4.49, 1.65, 5.11)  0.108
H (-3.70, 1.85, 2.17)  0.085
H (-4.67, 0.57, 2.91)  0.125
H (-2.76, -0.13, 4.17)  0.126
H (0.46, 0.17, 2.95)  0.112
H (-1.24, 0.73, 6.12)  0.124
H (-2.97, 0.38, 7.86)  0.113
H (-4.11, -1.80, 8.04)  0.112
H (-3.51, -3.65, 6.51)  0.114
H (-1.76, -3.31, 4.78)  0.128
F (2.19, 6.28, -1.91)  0.147
C (1.49, 5.15, -1.82)  -0.132
C (0.37, 4.96, -2.60)  -0.131
F (-0.01, 5.92, -3.45)  0.148
C (-0.37, 3.79, -2.52)  -0.149
F (-1.44, 3.64, -3.30)  0.130
C (0.02, 2.77, -1.67)  -0.281
O (-0.63, 1.60, -1.57)  -0.316
C (1.14, 3.00, -0.90)  -0.167
F (1.50, 1.99, -0.06)  -0.004
C (1.89, 4.15, -0.95)  -0.139
F (2.97, 4.30, -0.19)  0.151
C (2.34, 1.95, -6.13)  -0.183
C (0.90, 1.94, -5.63)  -0.176
C (0.66, 0.77, -4.65)  -0.179
C (1.95, 0.45, -3.85)  -0.401
C (2.72, 1.75, -3.62)  -0.186
C (3.31, 2.23, -4.96)  -0.166
P (1.63, -0.52, -2.33)  1.085
C (0.70, -2.05, -2.80)  -0.437
C (1.31, -2.94, -3.89)  -0.176
C (0.30, -4.00, -4.38)  -0.177
C (-0.69, -4.36, -3.28)  -0.189
C (-1.57, -3.15, -2.93)  -0.178
C (-0.79, -1.83, -3.09)  -0.210
C (3.26, -1.19, -1.75)  -0.395
C (3.95, -0.24, -0.75)  -0.219
C (5.33, -0.79, -0.41)  -0.173
C (6.26, -0.77, -1.64)  -0.178
C (5.47, -0.75, -2.95)  -0.191
C (4.24, -1.66, -2.86)  -0.180
H (2.47, 2.70, -6.91)  0.113
H (2.57, 0.98, -6.58)  0.115
H (0.20, 1.84, -6.47)  0.117
H (0.67, 2.89, -5.15)  0.105
H (0.35, -0.11, -5.21)  0.104
H (-0.15, 1.03, -3.96)  0.092
H (2.58, -0.20, -4.45)  0.103
H (3.52, 1.65, -2.89)  0.088
H (2.04, 2.50, -3.24)  0.086
H (4.26, 1.74, -5.14)  0.109
H (3.51, 3.30, -4.90)  0.115
H (0.73, -2.60, -1.85)  0.086
H (2.20, -3.44, -3.50)  0.110
H (1.64, -2.33, -4.73)  0.107
H (0.84, -4.89, -4.71)  0.114
H (-0.25, -3.62, -5.25)  0.118
H (-0.14, -4.71, -2.40)  0.113
H (-1.33, -5.19, -3.59)  0.114
H (-1.93, -3.24, -1.90)  0.091
H (-2.44, -3.13, -3.58)  0.115
H (-1.23, -1.06, -2.44)  0.056
H (-0.91, -1.45, -4.10)  0.105
H (2.95, -2.06, -1.16)  0.104
H (3.35, -0.14, 0.15)  0.080
H (4.07, 0.76, -1.17)  0.098
H (5.20, -1.81, -0.03)  0.117
H (5.77, -0.22, 0.41)  0.115
H (6.91, -1.65, -1.62)  0.111
H (6.92, 0.10, -1.60)  0.110
H (6.11, -1.09, -3.77)  0.116
H (5.16, 0.27, -3.20)  0.092
H (4.58, -2.67, -2.61)  0.125
H (3.77, -1.73, -3.83)  0.079



Density functional theory data (ωB97M-V with the def2-TZVPD basis set) for a 6-piece molecular cluster, C13H28F6N6O7S2 overall at a distorted geometry.

Calculated values
Orbital gap, eV: 9.830
Energy above the lowest of the compared OMol25 structures with the same formula, charge and spin, eV: 0.000
Total charge: 0
HOMO level, eV: -9.39
LUMO energy, Ha: 0.01605

Each line ends with the Löwdin charge.
CARTESIAN COORDINATES (ANGSTROEM)
N (0.87, 16.93, 32.08)  0.278
H (0.68, 16.79, 33.06)  0.036
H (0.76, 16.05, 31.59)  0.010
H (1.77, 17.37, 31.94)  0.070
H (0.14, 17.50, 31.67)  0.050
C (-1.42, 13.97, 32.87)  -0.720
F (-1.60, 15.26, 33.05)  0.153
F (-0.46, 13.51, 33.60)  0.162
F (-2.53, 13.32, 33.17)  0.166
S (-0.89, 13.65, 31.04)  0.724
O (-0.86, 12.17, 30.91)  -0.294
O (-1.96, 14.38, 30.36)  -0.305
N (0.61, 14.55, 31.01)  -0.307
S (1.26, 13.73, 29.85)  0.528
O (1.81, 12.43, 30.19)  -0.314
O (0.52, 13.72, 28.62)  -0.282
C (2.90, 14.78, 29.53)  -0.591
F (2.54, 16.03, 29.20)  0.097
F (3.67, 14.84, 30.62)  0.124
F (3.58, 14.25, 28.47)  0.111
C (0.46, 17.38, 35.68)  -0.322
O (-0.07, 17.19, 34.58)  -0.023
N (-0.20, 17.85, 36.75)  -0.162
C (0.43, 17.97, 38.10)  -0.032
C (-1.65, 18.13, 36.64)  -0.033
H (1.50, 17.22, 36.00)  0.118
H (1.45, 17.59, 38.02)  0.076
H (0.03, 17.23, 38.80)  0.085
H (0.43, 18.98, 38.51)  0.088
H (-2.17, 17.47, 37.34)  0.084
H (-1.91, 19.14, 36.94)  0.085
H (-2.13, 17.94, 35.68)  0.086
C (4.58, 18.63, 31.61)  -0.315
O (3.42, 18.29, 31.51)  -0.008
N (5.61, 17.93, 32.10)  -0.193
C (6.93, 18.53, 32.19)  -0.041
C (5.40, 16.62, 32.61)  -0.055
H (4.94, 19.65, 31.38)  0.135
H (7.01, 19.60, 32.02)  0.092
H (7.67, 17.96, 31.63)  0.091
H (7.20, 18.31, 33.22)  0.084
H (4.34, 16.41, 32.78)  0.054
H (5.86, 15.88, 31.95)  0.099
H (5.81, 16.53, 33.61)  0.095
C (-1.48, 18.72, 29.87)  -0.269
O (-1.06, 18.51, 31.02)  -0.033
N (-0.72, 19.02, 28.79)  -0.160
C (-1.25, 19.45, 27.46)  -0.029
C (0.74, 19.14, 28.92)  -0.030
H (-2.54, 18.70, 29.56)  0.139
H (-1.14, 20.49, 27.13)  0.085
H (-2.29, 19.13, 27.40)  0.085
H (-0.63, 18.91, 26.75)  0.084
H (1.21, 18.44, 28.23)  0.087
H (1.11, 20.14, 28.71)  0.092
H (1.11, 18.85, 29.91)  0.065
C (2.53, 13.00, 33.31)  -0.060
C (2.47, 14.38, 33.79)  -0.233
N (2.49, 15.44, 34.24)  0.170
H (2.62, 12.25, 34.10)  0.092
H (3.34, 12.77, 32.62)  0.085
H (1.67, 12.75, 32.70)  0.045